## A
A molecular structure, C4H9N3, computed with the ωB97M-V functional and the def2-TZVPD basis.

Calculated values
net charge: 0
gap between HOMO and LUMO (spin up / spin down): 7.02 / 7.02 eV
E_LUMO (spin up / spin down): -0.27 / -0.27 eV

Each line ends with the natural charge from an NBO analysis.
Element x y z (Å)
1 H -0.475 -0.595 -2.076  0.229
2 C 1.117 2.173 -0.283  -0.018
3 H 0.853 2.848 0.532  0.203
4 C -1.039 -2.040 0.927  -0.417
5 H -0.949 -2.956 0.336  0.184
6 C -0.148 0.185 0.852  0.548
7 H -0.543 1.687 2.019  0.328
8 N 0.733 0.971 -0.281  -0.307
9 N -0.737 0.704 1.866  -0.832
10 H 1.734 2.502 -1.119  0.194
11 H -2.094 -1.739 0.970  0.183
12 N -0.217 -1.021 0.341  -0.626
13 C 0.493 -0.193 -1.811  -0.240
14 H -0.768 -2.304 1.958  0.190
15 H 1.327 -0.878 -1.777  0.221
16 H 0.711 0.655 -2.455  0.160



## B
C4H9N3 in the gas phase, computed with the ωB97M-V functional and the def2-TZVPD basis.

Calculated values
net charge: 0
gap between HOMO and LUMO (spin up / spin down): 8.29 / 8.29 eV
E_LUMO (spin up / spin down): 0.87 / 0.87 eV

Each line ends with the natural charge from an NBO analysis.
Element x y z (Å)
1 H -2.364 -0.337 -1.067  0.198
2 H -1.013 1.752 -1.133  0.181
3 H -0.057 -1.738 0.414  0.223
4 H 1.002 0.490 -1.581  0.195
5 H 1.509 -0.345 1.719  0.374
6 N 2.207 -0.771 1.105  -0.652
7 N 2.110 -0.491 -0.197  -0.241
8 H -1.788 1.564 0.410  0.212
9 H -2.315 -2.004 -0.334  0.219
10 C -0.804 1.662 -0.062  -0.426
11 H -0.303 2.584 0.245  0.216
12 C -1.776 -1.107 -0.590  -0.481
13 C 0.970 0.067 -0.584  0.082
14 H 3.150 -0.942 1.419  0.382
15 C -0.544 -0.925 -0.102  -0.032
16 N 0.015 0.541 0.337  -0.449



Which one is most stable, and which one is least stable? B is the most stable of them, while A is the least stable.



## A
A molecular structure, C4H9N3, computed with the ωB97M-V functional and the def2-TZVPD basis.

Calculated values
net charge: 0
gap between HOMO and LUMO: 8.87 eV
E_LUMO: 1.07 eV

Each line ends with the natural charge from an NBO analysis.
Element x y z (Å)
1 N 1.326 1.944 -0.149  -0.675
2 H 2.337 1.957 -0.187  0.385
3 N -0.355 1.186 -1.515  -0.263
4 C -0.525 0.085 1.298  -0.627
5 C 0.082 -1.921 -0.123  -0.650
6 H -0.863 1.119 1.276  0.219
7 H 0.247 -2.272 -1.140  0.222
8 N 0.787 0.886 -0.823  -0.089
9 H -0.691 -2.540 0.345  0.221
10 H -1.277 -0.519 1.815  0.211
11 H -1.842 -0.295 -1.803  0.196
12 C -0.305 -0.465 -0.092  0.085
13 H 0.721 2.752 -0.030  0.377
14 H 1.001 -2.073 0.447  0.227
15 C -1.043 0.116 -1.202  -0.057
16 H 0.398 0.041 1.882  0.217



## B
C4H9N3 in the gas phase, computed with the ωB97M-V functional and the def2-TZVPD basis.

Calculated values
SMILES: CCN1CCN=N1
net charge: 0
gap between HOMO and LUMO: 9.26 eV
E_LUMO: 0.91 eV

Each line ends with the natural charge from an NBO analysis.
Element x y z (Å)
1 H 0.558 1.920 -0.187  0.192
2 C -1.342 0.013 0.320  -0.201
3 C -1.914 -1.280 0.828  -0.613
4 N 0.082 -0.086 -0.121  -0.256
5 H -1.940 0.419 -0.522  0.189
6 H -1.376 0.751 1.118  0.202
7 H -1.926 -2.008 0.010  0.224
8 N 1.635 -0.569 -1.532  -0.263
9 N 0.525 -0.974 -0.998  0.046
10 C 1.027 0.982 0.038  -0.259
11 H -1.376 -1.646 1.673  0.214
12 H 1.416 1.017 1.043  0.197
13 C 2.150 0.627 -0.890  -0.294
14 H 2.358 1.437 -1.589  0.207
15 H 3.078 0.454 -0.324  0.204
16 H -2.954 -1.058 1.133  0.212



## C
C4H9N3 in the gas phase, computed with the ωB97M-V functional and the def2-TZVPD basis.

Calculated values
SMILES: [H]/N=C/N=C/N(C)C
net charge: 0
gap between HOMO and LUMO: 9.12 eV
E_LUMO: 0.52 eV

Each line ends with the natural charge from an NBO analysis.
Element x y z (Å)
1 H -1.065 -3.029 -1.747  0.348
2 N -0.964 -2.073 -1.049  -0.749
3 C 0.112 -2.171 -0.254  0.241
4 C 0.247 1.281 1.560  -0.434
5 H -0.984 2.206 -1.472  0.233
6 H 0.317 -0.475 -1.620  0.266
7 C 0.443 -0.025 -0.410  0.317
8 H 0.589 -3.203 0.122  0.153
9 N 0.042 1.203 0.145  -0.425
10 H 1.168 1.703 2.048  0.210
11 H 0.140 0.226 1.788  0.264
12 C -0.333 2.364 -0.511  -0.408
13 H -1.009 2.979 0.217  0.213
14 H -0.681 1.841 1.898  0.191
15 N 0.654 -1.148 0.493  -0.613
16 H 0.591 3.176 -0.658  0.192



Which one is most stable, and which one is least stable? B is the most stable of them, while C is the least stable.



## A
2 unconnected molecules or ions with the total composition C4H9NO, computed with the ωB97M-V functional and the def2-TZVPD basis.

Calculated values
net charge: 0
gap between HOMO and LUMO (spin up / spin down): 8.42 / 7.84 eV
E_LUMO (spin up / spin down): -0.58 / -0.53 eV

Each line ends with the natural charge from an NBO analysis.
Element x y z (Å)
1 C -0.398 -1.021 1.466  -0.671
2 H -1.476 -1.044 1.624  0.222
3 C -0.947 0.832 -0.116  -0.102
4 N -0.614 1.497 -1.221  -0.362
5 H 1.648 0.901 -0.575  0.254
6 H -0.081 -2.009 1.124  0.237
7 C 0.005 0.007 0.466  0.256
8 H 0.211 -0.539 -2.843  0.442
9 H -1.446 1.845 -1.697  0.356
10 H 1.933 -0.765 -0.030  0.229
11 O -0.341 -0.240 -2.098  -0.809
12 C 1.462 0.187 0.220  -0.680
13 H 1.930 0.550 1.142  0.226
14 H -1.993 0.638 0.119  0.175
15 H 0.107 -0.839 2.420  0.227



## B
C4H9NO in the gas phase, computed with the ωB97M-V functional and the def2-TZVPD basis.

Calculated values
SMILES: C[C@@H]1[C@@H](N)[C@@H]1O
net charge: 0
gap between HOMO and LUMO: 9.74 eV
E_LUMO: 1.00 eV

Each line ends with the natural charge from an NBO analysis.
Element x y z (Å)
1 H -0.599 -0.398 1.515  0.191
2 O 1.135 -1.742 0.165  -0.705
3 H -0.353 -1.502 -1.303  0.173
4 H 1.721 0.688 0.984  0.218
5 H -0.227 0.938 -1.389  0.223
6 C -0.824 -0.272 0.454  -0.081
7 H 1.937 -1.660 -0.366  0.472
8 H -2.763 -0.923 0.127  0.362
9 H -2.638 0.642 0.660  0.366
10 C 1.338 1.236 0.125  -0.615
11 C 0.113 -1.008 -0.451  0.075
12 N -2.188 -0.086 0.117  -0.845
13 H 2.147 1.373 -0.594  0.202
14 C 0.185 0.489 -0.495  -0.248
15 H 1.019 2.226 0.450  0.212



Which one is most stable, and which one is least stable? B is the most stable of them, while A is the least stable.



## A
C4H9NO in the gas phase, computed with the ωB97M-V functional and the def2-TZVPD basis.

Calculated values
SMILES: NCCCC=O
net charge: 0
gap between HOMO and LUMO: 10.77 eV
E_LUMO: 1.02 eV

Each line ends with the natural charge from an NBO analysis.
Element x y z (Å)
1 C 0.807 -0.935 0.500  -0.508
2 C 2.317 -1.110 0.058  0.427
3 H -1.960 0.160 0.959  0.183
4 H 2.897 -1.947 0.466  0.124
5 C 0.113 0.393 0.038  -0.419
6 H -1.572 -0.848 -0.532  0.179
7 H 0.948 -1.091 1.631  0.226
8 H 0.277 -1.759 -0.029  0.221
9 O 2.907 -0.201 -0.552  -0.532
10 N -1.800 1.371 -0.896  -0.833
11 H 0.518 0.659 -1.004  0.251
12 H -2.839 1.592 -0.926  0.348
13 H 0.387 1.280 0.779  0.205
14 C -1.438 0.209 -0.013  -0.220
15 H -1.559 2.226 -0.478  0.347



## B
C4H9NO in the gas phase, computed with the ωB97M-V functional and the def2-TZVPD basis.

Calculated values
SMILES: CC/C(O)=C/N
net charge: 0
gap between HOMO and LUMO: 8.34 eV
E_LUMO: 0.92 eV

Each line ends with the natural charge from an NBO analysis.
Element x y z (Å)
1 C -1.064 0.278 -0.519  -0.447
2 C 0.371 0.341 -0.079  0.226
3 H -1.182 0.826 -1.460  0.197
4 H -0.917 -1.697 -1.424  0.196
5 C 0.767 0.473 1.192  -0.100
6 C -1.542 -1.165 -0.708  -0.599
7 H -0.034 0.953 1.769  0.193
8 O 1.328 0.047 -1.045  -0.709
9 H -1.681 0.768 0.234  0.217
10 N 2.088 0.519 1.618  -0.830
11 H 0.879 -0.161 -1.870  0.476
12 H 2.308 1.262 2.264  0.375
13 H -1.497 -1.694 0.241  0.214
14 H 2.746 0.432 0.852  0.385
15 H -2.570 -1.182 -1.067  0.206



## C
A molecular structure, C4H9NO, computed with the ωB97M-V functional and the def2-TZVPD basis.

Calculated values
net charge: 0
gap between HOMO and LUMO: 10.17 eV
E_LUMO: 1.07 eV

Each line ends with the natural charge from an NBO analysis.
Element x y z (Å)
1 H 1.210 1.791 -1.076  0.168
2 H -0.386 -1.604 1.866  0.475
3 H -2.017 -1.271 -0.405  0.173
4 C -1.128 -1.009 0.160  0.110
5 N 0.526 0.232 0.207  -0.431
6 H 2.462 0.800 -0.263  0.204
7 C 0.146 -0.827 -0.713  -0.250
8 H -1.195 1.130 1.178  0.205
9 C -0.894 0.520 0.311  -0.251
10 C 1.472 1.256 -0.146  -0.413
11 H 1.522 1.977 0.678  0.203
12 H 0.902 -1.613 -0.875  0.207
13 H -1.241 0.860 -0.740  0.151
14 H -0.339 -0.304 -1.627  0.151
15 O -1.111 -1.851 1.278  -0.701



Which one is most stable, and which one is least stable? B is the most stable of them, while C is the least stable.



## A
C4H9NO in the gas phase, computed with the ωB97M-V functional and the def2-TZVPD basis.

Calculated values
SMILES: CCN(C)C=O
net charge: 0
gap between HOMO and LUMO: 10.20 eV
E_LUMO: 0.87 eV

Each line ends with the natural charge from an NBO analysis.
Element x y z (Å)
1 C 1.912 0.104 0.042  -0.618
2 C -1.412 -1.094 -0.036  -0.399
3 H 1.974 0.955 0.727  0.228
4 C 0.603 0.154 -0.752  -0.216
5 N -0.611 0.094 0.052  -0.444
6 H 0.568 -0.702 -1.439  0.194
7 H -1.562 -1.363 -1.092  0.198
8 H -1.885 0.869 1.444  0.103
9 H -0.945 -1.928 0.492  0.192
10 H 2.754 0.167 -0.658  0.214
11 C -1.030 1.149 0.791  0.536
12 H -2.412 -0.911 0.375  0.210
13 H 2.024 -0.827 0.614  0.203
14 O -0.534 2.259 0.780  -0.617
15 H 0.557 1.075 -1.339  0.216



## B
C4H9NO in the gas phase, computed with the ωB97M-V functional and the def2-TZVPD basis.

Calculated values
SMILES: C=C(O)N(C)C
net charge: 0
gap between HOMO and LUMO: 8.38 eV
E_LUMO: 0.89 eV

Each line ends with the natural charge from an NBO analysis.
Element x y z (Å)
1 H 2.090 1.372 0.057  0.194
2 H 0.417 -1.906 0.367  0.235
3 C -0.867 0.086 -0.346  0.564
4 C 1.063 1.407 0.442  -0.408
5 H 1.112 1.582 1.527  0.195
6 O -1.570 1.241 -0.410  -0.690
7 H -2.556 -1.117 -0.345  0.221
8 H 0.528 2.237 -0.021  0.234
9 C -1.583 -0.991 -0.814  -0.833
10 H -1.128 -1.859 -1.254  0.209
11 C 1.094 -1.058 0.483  -0.405
12 N 0.387 0.159 0.144  -0.412
13 H 1.447 -1.022 1.522  0.193
14 H -2.217 0.825 -1.038  0.510
15 H 1.961 -1.197 -0.176  0.193



Which one is most stable, and which one is least stable? A is the most stable of them, while B is the least stable.



## A
2 unconnected molecules or ions with the total composition C4H9NO, computed with the ωB97M-V functional and the def2-TZVPD basis.

Calculated values
SMILES: C=CN.C=CO
net charge: 0
gap between HOMO and LUMO: 9.65 eV
E_LUMO: 1.05 eV

Each line ends with the natural charge from an NBO analysis.
Element x y z (Å)
1 H 2.901 0.469 1.812  0.366
2 C 1.607 -0.287 -0.974  -0.514
3 H 1.509 -1.132 -1.655  0.192
4 N 2.018 0.399 1.318  -0.805
5 H 2.262 -1.518 0.586  0.191
6 C -2.321 -0.105 -0.269  0.128
7 H -0.844 -1.317 -0.556  0.486
8 C 2.078 -0.506 0.244  0.008
9 H 1.796 1.340 1.012  0.361
10 H -3.247 -0.669 -0.234  0.163
11 H -1.508 1.854 -0.321  0.202
12 C -2.357 1.205 -0.469  -0.469
13 H 1.032 0.551 -1.355  0.201
14 H -3.239 1.607 -0.955  0.203
15 O -1.174 -0.737 0.140  -0.713



## B
2 unconnected molecules or ions with the total composition C4H9NO, computed with the ωB97M-V functional and the def2-TZVPD basis.

Calculated values
SMILES: C/C=N/C=O.C
net charge: 0
gap between HOMO and LUMO: 10.50 eV
E_LUMO: 0.41 eV

Each line ends with the natural charge from an NBO analysis.
Element x y z (Å)
1 C 0.688 -0.720 -0.801  0.213
2 H -1.448 0.666 2.444  0.213
3 H -2.341 1.778 1.372  0.214
4 C -1.668 0.918 1.403  -0.861
5 H -0.796 0.514 -1.719  0.236
6 H 2.505 0.605 1.404  0.119
7 C -0.484 -0.532 -1.706  -0.681
8 H -2.150 0.062 0.920  0.204
9 H -0.739 1.156 0.880  0.226
10 H 1.012 -1.750 -0.598  0.173
11 H -0.213 -0.840 -2.723  0.240
12 O 3.235 -0.904 0.265  -0.541
13 C 2.420 -0.051 0.521  0.529
14 H -1.320 -1.166 -1.390  0.231
15 N 1.298 0.265 -0.271  -0.515



## C
C4H9NO in the gas phase, computed with the ωB97M-V functional and the def2-TZVPD basis.

Calculated values
SMILES: CN[C@@H](C)C=O
net charge: 0
gap between HOMO and LUMO: 9.67 eV
E_LUMO: 0.60 eV

Each line ends with the natural charge from an NBO analysis.
Element x y z (Å)
1 H -0.410 0.860 -0.892  0.185
2 H -2.296 0.431 1.109  0.210
3 H 0.733 -0.879 -2.218  0.188
4 O 1.314 1.794 0.490  -0.506
5 C -1.651 -0.289 0.637  -0.634
6 C 0.246 1.333 0.883  0.427
7 N 0.449 -1.004 -0.191  -0.644
8 C 0.146 -1.575 -1.591  -0.421
9 H -0.982 -1.468 -1.702  0.201
10 H -0.131 1.343 1.969  0.130
11 H -2.145 -0.918 -0.145  0.210
12 C -0.277 0.210 0.035  -0.161
13 H -1.240 -1.045 1.361  0.228
14 H 1.452 -1.102 -0.262  0.379
15 H 0.579 -2.613 -1.589  0.209



Which one is most stable, and which one is least stable? B is the most stable of them, while C is the least stable.



## A
2 unconnected molecules or ions with the total composition C4H9NO, computed with the ωB97M-V functional and the def2-TZVPD basis.

Calculated values
net charge: 0
gap between HOMO and LUMO: 6.96 eV
E_LUMO: -2.51 eV

Each line ends with the natural charge from an NBO analysis.
Element x y z (Å)
1 C -0.111 -0.886 -0.224  -0.228
2 H -1.806 -2.284 0.145  0.228
3 C -1.266 -1.551 0.732  -0.619
4 H -0.122 1.083 1.046  0.200
5 C 0.344 0.499 0.226  0.199
6 H -2.273 1.651 -0.861  0.340
7 H -0.174 0.712 -1.931  0.265
8 H 3.956 1.388 0.493  0.026
9 H 4.549 1.828 0.371  -0.027
10 H 0.714 -1.451 -0.682  0.257
11 N -2.068 0.620 -0.841  -0.531
12 O 1.672 0.733 -0.015  -0.514
13 C -0.666 0.389 -0.999  -0.067
14 H -0.824 -2.051 1.646  0.222
15 H -1.925 -0.678 0.893  0.250



## B
C4H9NO in the gas phase, computed with the ωB97M-V functional and the def2-TZVPD basis.

Calculated values
SMILES: C=COCCN
net charge: 0
gap between HOMO and LUMO: 9.56 eV
E_LUMO: 1.02 eV

Each line ends with the natural charge from an NBO analysis.
Element x y z (Å)
1 H -1.638 -0.389 -2.230  0.355
2 N -1.217 -1.391 -2.019  -0.843
3 O 0.013 -0.035 1.213  -0.540
4 C 0.865 1.029 0.961  0.134
5 H 1.627 1.280 3.096  0.220
6 H 0.107 -2.130 -0.409  0.209
7 H -0.787 -1.813 -2.831  0.371
8 H -1.810 -0.957 0.668  0.219
9 H 0.839 1.361 -0.221  0.174
10 C 1.668 1.666 1.996  -0.531
11 C -0.230 -1.121 -0.910  -0.262
12 H 2.129 2.656 1.817  0.218
13 H 0.691 -0.462 -1.185  0.180
14 H -1.329 0.698 -0.111  0.168
15 C -0.931 -0.393 0.167  -0.072



## C
C4H9NO in the gas phase, computed with the ωB97M-V functional and the def2-TZVPD basis.

Calculated values
SMILES: C[C@H]1N[C@H]1CO
net charge: 0
gap between HOMO and LUMO: 10.84 eV
E_LUMO: 1.06 eV

Each line ends with the natural charge from an NBO analysis.
Element x y z (Å)
1 H 0.696 0.116 1.593  0.161
2 H -1.442 -0.649 -1.437  0.191
3 H 2.340 0.867 0.083  0.474
4 N 0.264 0.658 -1.107  -0.622
5 C 0.482 -0.623 -0.426  -0.113
6 H -1.209 1.053 1.136  0.216
7 C -1.787 0.507 0.386  -0.620
8 O 2.525 0.073 0.608  -0.714
9 H 0.798 -1.459 -1.051  0.196
10 C 1.257 -0.489 0.865  -0.073
11 H 1.431 -1.472 1.314  0.183
12 C -0.894 -0.115 -0.658  -0.067
13 H -2.471 1.220 -0.088  0.216
14 H -2.387 -0.257 0.892  0.213
15 H 0.400 0.571 -2.109  0.359



## D
C4H9NO in the gas phase, computed with the ωB97M-V functional and the def2-TZVPD basis.

Calculated values
SMILES: C=CON(C)C
net charge: 0
gap between HOMO and LUMO: 9.87 eV
E_LUMO: 1.12 eV

Each line ends with the natural charge from an NBO analysis.
Element x y z (Å)
1 C 1.955 -1.013 -0.772  -0.474
2 O 0.681 0.137 0.882  -0.416
3 H -1.909 0.038 1.373  0.174
4 H -2.262 -0.569 -0.282  0.204
5 H -1.072 2.155 0.577  0.174
6 N -0.368 0.247 -0.092  -0.161
7 C -1.491 -0.466 0.486  -0.429
8 C -0.680 1.644 -0.319  -0.427
9 H -1.455 1.651 -1.096  0.207
10 H 1.625 -0.304 -1.524  0.212
11 H 0.193 2.179 -0.707  0.212
12 C 1.546 -0.859 0.480  0.121
13 H -1.149 -1.462 0.776  0.211
14 H 2.563 -1.855 -1.080  0.209
15 H 1.824 -1.522 1.298  0.183



Which one is most stable, and which one is least stable? C is the most stable of them, while A is the least stable.